Entry from OMol25: a molecular structure, C41H35BGeMoN9O4S2 (ωB97M-V/def2-TZVPD).

The total energy comes out at -5343.777366 hartree. As for the HOMO-LUMO gap: 6.64 eV. For the max |F|, the calculation gives 0.606 eV Å⁻¹. The HOMO energy comes out at -4.22 eV.

Structure (ORCA input):
```
! wB97M-V def2-TZVPD RIJCOSX def2/J DEFGRID3
* xyz -1 1
Mo 1.033 -0.493 0.279
C 0.713 0.795 -4.103
C 0.269 0.023 -3.020
N 1.043 0.217 -1.960
N 1.990 1.111 -2.329
C 1.817 1.457 -3.616
B 3.202 1.370 -1.432
N 3.824 -0.002 -1.132
C 5.066 -0.463 -1.337
C 5.082 -1.812 -1.052
C 3.769 -2.102 -0.669
N 3.021 -1.008 -0.729
N 2.747 2.066 -0.132
C 3.137 3.248 0.370
C 2.409 3.495 1.517
C 1.578 2.380 1.644
N 1.787 1.534 0.642
H 0.284 0.857 -5.088
H -0.556 -0.665 -2.953
H 2.497 2.151 -4.084
H 3.996 2.084 -1.986
H 5.836 0.200 -1.695
H 5.915 -2.489 -1.116
H 3.335 -3.032 -0.346
H 3.897 3.824 -0.132
H 2.473 4.351 2.166
H 0.836 2.147 2.392
C -2.250 -1.402 2.221
C -1.011 -1.006 2.938
N 0.165 -0.777 2.388
C 1.036 -0.518 3.401
C 0.392 -0.570 4.598
N -0.908 -0.877 4.282
C 0.839 -0.401 5.992
O 2.120 -0.150 6.154
O 0.049 -0.492 6.903
C 2.458 -0.395 3.018
O 3.308 -0.161 3.889
O 2.640 -0.649 1.796
H -1.966 -1.774 1.238
H -2.924 -0.551 2.085
H -2.773 -2.185 2.773
H -1.634 -1.015 4.966
H 2.619 -0.131 5.269
S -0.429 -2.915 -1.723
C 0.471 -3.618 -0.503
N 1.013 -3.007 0.552
C 1.657 -3.919 1.387
C 2.276 -3.645 2.608
C 2.865 -4.665 3.334
C 2.850 -5.980 2.873
C 2.230 -6.280 1.673
C 1.642 -5.256 0.944
S 0.771 -5.351 -0.549
H 2.303 -2.645 2.994
H 3.346 -4.428 4.276
H 3.315 -6.766 3.455
H 2.198 -7.300 1.309
C -0.684 0.355 0.073
Ge -1.947 1.112 -1.164
C -3.466 1.643 -0.016
C -4.783 1.262 -0.259
C -5.814 1.652 0.589
C -5.544 2.438 1.699
C -4.237 2.836 1.954
C -3.216 2.441 1.103
C -2.698 -0.133 -2.475
C -3.304 -1.299 -2.011
C -3.821 -2.242 -2.886
C -3.733 -2.038 -4.256
C -3.123 -0.889 -4.739
C -2.609 0.050 -3.854
C -1.309 2.763 -2.007
C -0.165 3.369 -1.492
C 0.311 4.565 -2.013
C -0.356 5.181 -3.061
C -1.511 4.602 -3.572
C -1.983 3.410 -3.044
H -1.029 0.694 1.052
H -5.016 0.641 -1.118
H -6.831 1.339 0.380
H -6.345 2.740 2.364
H -4.016 3.456 2.815
H -2.202 2.771 1.313
H -3.354 -1.493 -0.945
H -4.270 -3.148 -2.499
H -4.120 -2.780 -4.943
H -3.027 -0.731 -5.807
H -2.106 0.924 -4.252
H 0.369 2.892 -0.679
H 1.209 5.010 -1.598
H 0.016 6.111 -3.474
H -2.048 5.086 -4.380
H -2.901 2.992 -3.443
*
```

---

Entry from OMol25: a molecular structure, C41H35BrN4O2PV at a distorted geometry (ωB97M-V/def2-TZVPD).

The total energy comes out at -5812.173844 hartree. As for the HOMO-LUMO gap (alpha / beta): 6.11 / 5.95 eV. For the max |F|, the calculation gives 2.616 eV Å⁻¹. The HOMO energy (alpha / beta) comes out at -3.65 / -3.97 eV.

Structure (ORCA input):
```
! wB97M-V def2-TZVPD RIJCOSX def2/J DEFGRID3
* xyz -1 4
V -0.612 0.827 -0.172
C -1.590 -4.646 2.426
C -0.270 -4.347 2.739
C 0.399 -3.326 2.048
C -0.298 -2.617 1.065
C -1.601 -2.973 0.735
C -2.308 -3.916 1.454
P 0.521 -1.156 0.346
C 2.135 -0.793 1.247
C 2.185 -0.685 2.623
C 3.367 -0.595 3.318
C 4.526 -0.459 2.568
C 4.495 -0.398 1.175
C 3.280 -0.670 0.514
C 1.011 -1.631 -1.269
C 1.849 -2.705 -1.549
C 1.960 -3.208 -2.849
C 1.307 -2.515 -3.879
C 0.523 -1.312 -3.694
C -0.186 -0.591 -4.725
C -1.096 0.356 -4.335
C -1.161 0.831 -3.034
C -0.482 0.150 -2.003
C 0.344 -0.954 -2.329
H -2.140 -5.448 2.966
H 0.301 -4.906 3.432
H 1.432 -3.058 2.169
H -1.974 -2.579 -0.214
H -3.365 -4.043 1.227
H 1.277 -0.725 3.223
H 3.340 -0.503 4.412
H 5.465 -0.418 3.086
H 5.345 -0.210 0.591
H 3.296 -0.658 -0.613
H 2.287 -3.198 -0.681
H 2.490 -4.125 -3.050
H 1.399 -2.824 -4.900
H -0.084 -0.878 -5.772
H -1.751 0.747 -5.116
H -1.731 1.743 -2.833
N 6.056 1.947 -3.252
N 5.028 1.055 -3.359
C 4.173 0.821 -2.274
O 3.442 -0.204 -2.478
O 4.337 1.624 -1.301
H 5.942 2.301 -2.291
H 6.028 2.677 -3.938
H 4.808 0.679 -4.260
C 2.740 2.364 2.079
C 1.497 2.894 1.373
C 0.762 4.018 1.705
C -0.164 4.627 0.836
C -0.495 3.919 -0.258
Br -1.276 4.724 -1.840
N 0.017 2.663 -0.505
C 1.152 2.297 0.162
H 3.173 3.241 2.511
H 3.468 1.972 1.352
H 2.477 1.618 2.838
H 1.075 4.478 2.661
H -0.657 5.547 1.076
H 1.919 1.691 -0.330
C -3.476 0.103 4.392
C -2.123 0.285 3.994
C -1.835 0.530 2.675
C -2.838 0.288 1.684
C -4.070 -0.219 2.074
C -4.409 -0.219 3.451
N -2.432 0.557 0.386
C -3.369 0.739 -0.643
C -3.781 -0.378 -1.471
C -4.999 -0.251 -2.170
C -5.731 0.972 -2.136
C -5.252 2.031 -1.428
C -4.045 2.003 -0.759
H -3.793 0.265 5.425
H -1.338 0.294 4.777
H -0.967 0.996 2.237
H -4.746 -0.660 1.360
H -5.459 -0.400 3.779
H -3.088 -1.263 -1.526
H -5.391 -1.126 -2.687
H -6.647 1.114 -2.769
H -5.866 2.971 -1.359
H -3.732 2.831 -0.143
*
```